16
Properties=species:S:1:pos:R:3:nbo_charge:R:1 method="wB97M-V/def2-TZVPD" total_charge=+1 e_homo_ev=-12.60 de_lowest_kj_mol=285.0 molar_mass_g_mol=176.0 lumo_ev=-5.30
C 1.149 -0.985 0.142 -0.439
C -0.160 -1.299 0.631 -0.029
C 1.669 -0.162 -0.878 0.144
C -1.323 -0.560 0.842 -0.428
C -1.553 0.798 0.768 0.302
N 1.051 -0.020 -2.078 -0.710
N -0.612 1.725 0.627 -0.736
Br -3.433 1.317 1.021 0.151
H 2.050 -1.396 0.575 0.267
H -0.359 -2.308 1.096 0.252
H 2.673 0.260 -0.525 0.254
H 0.259 -0.602 -2.326 0.424
H -2.247 -1.198 1.231 0.275
H 0.292 1.262 0.528 0.418
H -0.806 2.562 1.114 0.435
H 1.349 0.606 -2.768 0.419